Record 1
DFT (wB97M-V/def2-TZVPD) results for C41H40BBaN9O6P2S2 as an isolated structure.

Last column: Mulliken charge in e.
Positions of all 102 atoms, in Å:
Ba1 -0.38 1.99 0.58  1.27
N1 -7.95 2.55 2.21  -0.64
C1 -6.57 2.76 2.42  1.15
C2 -6.10 3.09 3.69  -0.77
C3 -4.74 3.26 3.89  -0.40
C4 -3.85 3.10 2.84  -0.13
C5 -4.32 2.78 1.58  -0.06
C6 -5.67 2.61 1.37  -0.94
S1 -2.12 3.40 3.15  1.24
O1 -1.60 3.95 1.89  -0.84
O2 -2.09 4.28 4.30  -0.85
N2 -1.27 2.08 3.31  -0.07
C7 -1.64 1.00 4.03  0.32
N3 -2.79 1.00 4.73  -0.42
C8 -3.15 -0.16 5.27  -0.23
C9 -2.40 -1.31 5.17  -0.96
C10 -1.18 -1.16 4.52  0.18
N4 -0.78 -0.04 3.98  -0.17
H1 -8.54 3.09 2.83  0.22
H2 -8.23 2.67 1.25  0.24
H3 -6.80 3.20 4.51  0.25
H4 -4.36 3.50 4.87  0.41
H5 -3.64 2.65 0.75  0.23
H6 -6.03 2.33 0.39  0.29
H7 -4.10 -0.15 5.81  0.37
H8 -2.72 -2.25 5.59  0.39
H9 -0.49 -2.00 4.44  0.26
B1 2.72 4.89 -0.06  0.35
N5 2.25 4.31 1.31  0.19
C11 1.94 5.03 2.40  -0.37
C12 1.80 4.17 3.47  -0.98
C13 2.05 2.91 2.92  0.11
N6 2.32 3.00 1.61  -0.30
N7 2.57 3.81 -1.17  0.20
C14 3.56 3.40 -1.99  -0.54
C15 3.02 2.54 -2.93  -0.66
C16 1.67 2.48 -2.59  -0.68
N8 1.41 3.24 -1.53  -0.54
H10 2.03 5.86 -0.32  -0.22
H11 3.90 5.18 -0.02  -0.22
H12 1.82 6.10 2.33  0.42
H13 1.48 4.41 4.47  0.38
H14 1.97 1.94 3.38  0.33
H15 4.56 3.76 -1.85  0.45
H16 3.53 2.03 -3.73  0.45
H17 0.87 1.91 -3.05  0.90
O3 -2.87 -1.72 -0.16  -0.86
S2 -2.30 -0.43 0.23  0.79
O4 -2.17 0.50 -0.95  -0.76
O5 -3.06 0.26 1.28  -0.40
O6 -0.89 -0.60 0.74  -0.44
C17 -0.32 -3.59 -2.27  -1.45
N9 0.29 -2.46 -1.56  0.21
P1 0.49 -0.97 -2.34  1.65
C18 1.82 -1.41 -3.57  0.62
C19 3.11 -1.02 -3.24  -0.17
C20 4.20 -1.38 -4.03  -1.02
C21 4.01 -2.14 -5.17  -0.54
C22 2.72 -2.54 -5.52  -0.73
C23 1.64 -2.18 -4.73  -0.30
C24 -0.94 -0.83 -3.49  0.95
C25 -0.83 -0.05 -4.64  -0.82
C26 -1.93 0.19 -5.45  -0.72
C27 -3.16 -0.36 -5.12  -0.62
C28 -3.28 -1.12 -3.96  -0.93
C29 -2.19 -1.34 -3.15  -0.41
P2 0.41 -2.85 0.15  -0.49
C30 1.71 -4.20 -0.09  0.19
C31 2.83 -4.05 -0.91  -0.17
C32 3.75 -5.07 -1.05  -0.59
C33 3.58 -6.26 -0.36  -0.46
C34 2.48 -6.43 0.47  -0.59
C35 1.55 -5.40 0.59  -0.26
C36 1.65 -1.76 0.98  0.87
C37 1.94 -2.18 2.28  -1.16
C38 2.83 -1.49 3.08  -0.79
C39 3.47 -0.36 2.60  -0.57
C40 3.19 0.08 1.32  -0.70
C41 2.29 -0.61 0.52  0.71
H18 -0.51 -3.32 -3.31  0.45
H19 -1.28 -3.86 -1.81  0.34
H20 0.33 -4.46 -2.26  0.33
H21 3.27 -0.41 -2.36  0.45
H22 5.20 -1.05 -3.75  0.45
H23 4.85 -2.43 -5.79  0.38
H24 2.56 -3.14 -6.41  0.40
H25 0.65 -2.48 -5.02  0.28
H26 0.13 0.38 -4.92  0.35
H27 -1.82 0.80 -6.34  0.38
H28 -4.03 -0.17 -5.74  0.35
H29 -4.25 -1.52 -3.67  0.44
H30 -2.32 -1.89 -2.22  0.14
H31 2.96 -3.12 -1.45  0.33
H32 4.61 -4.93 -1.70  0.42
H33 4.31 -7.06 -0.46  0.35
H34 2.34 -7.36 1.00  0.37
H35 0.68 -5.53 1.22  0.43
H36 1.43 -3.06 2.67  0.41
H37 3.01 -1.83 4.09  0.34
H38 4.14 0.21 3.23  0.37
H39 3.63 1.00 0.95  0.34
H40 2.06 -0.22 -0.46  0.26

Values from the calculation:
**LUMO level**: 4.00 eV
**Net charge**: -2
**E_HOMO**: -3.25 eV
**Gap between HOMO and LUMO**: 7.26 eV

---

Record 2
DFT (wB97M-V/def2-TZVPD) results for C4H13O3S as an isolated structure in a non-equilibrium geometry.

Last column: Mulliken charge in e.
Positions of all 21 atoms, in Å:
C1 -0.38 0.31 -1.84  -0.54
O1 0.65 -0.62 -2.10  -0.69
C2 -0.32 0.94 -0.46  -0.43
C3 -0.61 -0.15 0.62  0.23
C4 -1.93 -0.01 1.32  -0.88
S1 -3.33 -0.22 0.17  -0.48
H1 -0.33 1.07 -2.63  0.32
H2 -1.38 -0.20 -1.97  0.30
H3 -1.08 1.74 -0.36  0.42
H4 0.71 1.37 -0.32  0.22
H5 0.25 -0.33 1.29  0.39
H6 -0.70 -1.14 -0.05  -0.76
H7 -2.02 -0.81 2.13  0.30
H8 -2.04 1.01 1.88  0.33
H9 -0.88 -1.88 -0.36  0.56
H10 2.37 0.28 0.78  0.38
H11 2.36 0.75 2.32  0.28
O2 2.58 1.08 1.42  -0.71
H12 1.28 -0.81 -1.16  0.47
H13 2.75 -1.45 -0.51  0.17
O3 2.03 -0.94 -0.17  -0.86

Values from the calculation:
**LUMO level**: 1.66 eV
**Net charge**: -1
**E_HOMO**: -4.12 eV
**Gap between HOMO and LUMO**: 5.78 eV

---

Record 3
DFT (wB97M-V/def2-TZVPD) results for a 2-piece molecular cluster, C3H10N2 overall in a non-equilibrium geometry.

Last column: Mulliken charge in e.
Positions of all 15 atoms, in Å:
C1 2.50 -1.82 -1.94  -0.18
N1 1.61 -2.58 -2.43  -0.47
H1 2.16 -0.96 -1.36  0.17
H2 3.55 -2.03 -2.14  0.25
H3 1.88 -2.96 -3.34  0.24
C2 -0.18 0.96 0.42  -0.77
N2 -0.78 0.92 1.74  -0.34
C3 -2.19 1.25 1.68  -0.91
H4 -0.69 1.67 -0.23  0.31
H5 -0.19 0.05 -0.21  0.23
H6 0.85 1.30 0.49  0.28
H7 -0.64 0.02 2.18  0.22
H8 -2.35 2.30 1.45  0.32
H9 -2.84 0.66 1.02  0.32
H10 -2.69 1.21 2.66  0.32

Values from the calculation:
**SMILES**: C=N.CNC
**LUMO level**: 1.08 eV
**E_HOMO**: -8.83 eV
**Gap between HOMO and LUMO**: 9.91 eV

---

Record 4
DFT (wB97M-V/def2-TZVPD) results for a 4-piece molecular cluster, C41H65ClF17N3O7PS overall in a non-equilibrium geometry.

Last column: Mulliken charge in e.
Positions of all 136 atoms, in Å:
C1 2.79 -3.58 -0.60  -0.54
P1 3.32 -1.80 -1.03  0.22
C2 4.57 -1.82 -2.49  -0.89
C3 4.08 -0.87 0.46  0.29
C4 2.85 -0.37 1.45  -0.34
C5 1.86 0.75 0.77  -1.07
C6 0.47 0.85 1.64  0.81
F1 0.36 2.28 2.10  -0.22
F2 0.44 0.03 2.88  -0.27
C7 -0.91 0.56 0.77  0.46
F3 -0.90 1.60 -0.32  -0.31
F4 -2.04 0.89 1.64  -0.33
C8 -0.96 -0.90 0.04  0.73
F5 0.10 -1.87 0.48  -0.01
F6 -0.67 -0.65 -1.42  -0.32
C9 -2.39 -1.69 0.09  0.27
F7 -2.34 -2.71 -1.00  -0.28
F8 -3.42 -0.69 -0.40  -0.28
C10 -2.85 -2.25 1.55  0.80
F9 -1.88 -1.86 2.64  -0.24
F10 -4.10 -1.46 1.90  -0.31
C11 -3.30 -3.81 1.63  0.36
F11 -4.29 -4.22 0.56  -0.27
F12 -4.09 -3.95 2.91  -0.28
C12 -2.15 -4.94 1.65  0.50
F13 -2.86 -6.27 1.84  -0.28
F14 -1.39 -5.12 0.36  -0.22
C13 -1.03 -4.87 2.83  0.61
F15 0.15 -3.99 2.51  -0.20
F16 -1.52 -4.54 4.18  -0.21
F17 -0.43 -6.26 2.94  -0.25
O1 4.76 0.42 0.17  -0.33
S1 6.15 0.42 1.22  1.05
O2 7.28 0.13 0.16  -0.55
O3 6.34 1.67 2.12  -0.54
O4 5.86 -0.90 2.28  -0.36
C14 5.09 -1.79 1.37  0.06
Cl1 4.40 -3.04 2.55  -0.13
H1 3.74 -4.19 -0.27  0.20
H2 2.34 -4.17 -1.53  0.31
H3 1.98 -3.66 0.25  0.01
H4 5.37 -2.67 -2.23  0.23
H5 4.02 -2.03 -3.50  0.36
H6 5.08 -0.75 -2.51  0.30
H7 3.28 0.13 2.44  0.41
H8 2.26 -1.36 1.74  -0.03
H9 2.41 1.81 0.73  0.35
H10 1.66 0.47 -0.37  0.30
H11 5.91 -2.31 0.71  0.44
C15 -2.16 6.09 -0.28  -1.86
C16 -0.83 5.82 0.47  2.13
C17 -0.39 7.07 1.28  -1.36
C18 0.23 8.17 0.44  -0.52
C19 1.37 7.62 -0.41  -1.21
C20 0.94 6.43 -1.30  1.67
N1 0.21 5.36 -0.52  0.42
O5 1.18 4.63 0.20  -0.48
C21 0.06 6.95 -2.46  -1.75
C22 2.21 5.87 -2.03  -1.89
C23 -1.24 4.72 1.50  -1.93
H12 -2.09 6.83 -1.07  0.26
H13 -2.56 5.17 -0.72  0.36
H14 -2.92 6.48 0.41  0.41
H15 0.35 6.77 2.04  0.37
H16 -1.25 7.48 1.83  0.39
H17 -0.53 8.64 -0.19  0.32
H18 0.61 8.96 1.10  0.39
H19 1.77 8.43 -1.03  0.36
H20 2.19 7.32 0.26  0.37
H21 -0.44 6.13 -2.98  0.38
H22 0.66 7.49 -3.20  0.47
H23 -0.70 7.68 -2.14  0.34
H24 3.00 5.57 -1.34  0.35
H25 2.65 6.64 -2.67  0.43
H26 1.95 5.02 -2.67  0.44
H27 -1.52 3.78 1.00  0.30
H28 -2.10 5.04 2.10  0.39
H29 -0.44 4.50 2.22  0.42
C24 -8.01 3.44 -0.81  -1.68
C25 -6.97 3.92 0.24  1.95
C26 -7.49 3.70 1.68  -1.20
C27 -8.52 4.74 2.13  -0.51
C28 -7.98 6.14 1.94  -1.22
C29 -7.52 6.42 0.48  1.75
N2 -6.59 5.35 -0.05  0.16
O6 -5.33 5.58 0.52  -0.35
C30 -8.77 6.56 -0.42  -1.77
C31 -6.88 7.85 0.43  -1.87
C32 -5.78 2.92 0.03  -2.10
H30 -8.92 4.03 -0.84  0.31
H31 -7.58 3.44 -1.81  0.39
H32 -8.33 2.42 -0.59  0.40
H33 -6.65 3.74 2.39  0.35
H34 -7.93 2.70 1.77  0.40
H35 -9.46 4.59 1.59  0.32
H36 -8.75 4.57 3.19  0.37
H37 -8.75 6.86 2.24  0.37
H38 -7.14 6.30 2.63  0.35
H39 -8.50 6.54 -1.48  0.39
H40 -9.29 7.51 -0.24  0.46
H41 -9.53 5.79 -0.24  0.34
H42 -6.04 7.96 1.12  0.31
H43 -7.61 8.61 0.72  0.44
H44 -6.53 8.09 -0.58  0.44
H45 -5.32 3.04 -0.96  0.46
H46 -6.14 1.88 0.09  0.43
H47 -5.00 3.02 0.79  0.33
C33 4.98 -9.80 -3.24  -1.60
C34 4.99 -8.35 -2.67  1.58
C35 6.39 -7.71 -2.84  -1.16
C36 7.42 -8.20 -1.83  -0.49
C37 6.90 -8.03 -0.41  -1.19
C38 5.54 -8.74 -0.19  1.74
N3 4.52 -8.38 -1.24  0.09
O7 4.04 -7.09 -0.94  -0.32
C39 5.76 -10.27 -0.15  -1.82
C40 5.04 -8.41 1.26  -1.73
C41 4.02 -7.59 -3.64  -1.68
H48 5.59 -10.51 -2.69  0.29
H49 3.96 -10.19 -3.28  0.38
H50 5.36 -9.81 -4.27  0.41
H51 6.32 -6.62 -2.74  0.30
H52 6.78 -7.90 -3.85  0.40
H53 7.69 -9.24 -2.03  0.31
H54 8.35 -7.61 -1.94  0.38
H55 7.64 -8.42 0.30  0.36
H56 6.81 -6.96 -0.19  0.31
H57 4.81 -10.81 -0.21  0.39
H58 6.24 -10.58 0.79  0.46
H59 6.42 -10.64 -0.93  0.34
H60 4.94 -7.33 1.45  0.28
H61 5.75 -8.78 2.01  0.43
H62 4.07 -8.88 1.46  0.44
H63 2.99 -7.96 -3.54  0.45
H64 4.32 -7.74 -4.68  0.40
H65 4.02 -6.51 -3.47  0.27

Values from the calculation:
**⟨S²⟩**: 3.76
**LUMO level**: -1.23 eV
**E_HOMO**: -8.46 eV
**Gap between HOMO and LUMO**: 7.22 eV
**2S+1**: 4

---

Record 5
DFT (wB97M-V/def2-TZVPD) results for C39H54IrN5OS2Si as an isolated structure.

Last column: Mulliken charge in e.
Positions of all 103 atoms, in Å:
Ir1 -0.83 -0.23 -0.49  0.97
N1 -1.79 1.14 0.67  -1.24
C1 -2.80 0.34 1.36  -0.78
C2 -2.17 -1.02 1.68  -0.41
C3 -1.04 -0.99 2.71  0.95
C4 0.33 -1.29 2.13  -1.03
N2 0.67 -0.31 1.07  0.27
H1 -0.76 1.84 1.52  0.41
H2 -2.21 1.92 0.19  0.30
H3 -3.70 0.19 0.74  0.34
H4 -3.13 0.81 2.30  0.55
H5 -1.80 -1.53 0.73  -0.29
H6 -2.95 -1.73 1.97  0.58
H7 -1.24 -1.71 3.50  0.64
H8 -1.01 0.00 3.19  -0.72
H9 0.35 -2.29 1.70  0.25
H10 1.08 -1.25 2.92  0.36
H11 1.59 -0.51 0.70  0.45
H12 0.72 0.63 1.49  -0.38
C5 -0.29 4.18 5.69  -1.72
C6 -0.74 3.78 4.28  2.34
C7 -1.14 5.06 3.52  -1.86
C8 -1.98 2.88 4.36  -1.49
Si1 0.65 2.95 3.31  -0.40
O1 0.08 2.31 1.91  -0.58
C9 1.98 4.17 2.84  0.25
C10 2.05 4.68 1.54  -0.30
C11 3.01 5.62 1.20  -0.64
C12 3.92 6.07 2.15  -0.56
C13 3.86 5.57 3.44  -0.73
C14 2.90 4.63 3.78  -0.22
C15 1.51 1.54 4.23  0.94
C16 0.94 0.76 5.24  -0.16
C17 1.62 -0.34 5.77  -0.84
C18 2.88 -0.67 5.31  -0.59
C19 3.47 0.10 4.31  -0.80
C20 2.79 1.19 3.78  -0.38
H13 -1.09 4.71 6.21  0.49
H14 0.57 4.86 5.65  0.38
H15 0.00 3.32 6.30  0.29
H16 -1.98 5.54 4.01  0.50
H17 -1.43 4.84 2.49  0.31
H18 -0.31 5.77 3.48  0.38
H19 -2.78 3.39 4.90  0.58
H20 -1.79 1.94 4.88  0.23
H21 -2.35 2.65 3.36  0.14
H22 1.34 4.33 0.79  0.35
H23 3.06 6.00 0.18  0.43
H24 4.67 6.80 1.88  0.39
H25 4.57 5.92 4.19  0.42
H26 2.88 4.24 4.80  0.40
H27 -0.04 1.00 5.63  0.24
H28 1.16 -0.92 6.56  0.45
H29 3.41 -1.51 5.73  0.41
H30 4.47 -0.14 3.96  0.44
H31 3.28 1.80 3.03  0.41
S1 0.32 1.31 -1.73  -0.24
C21 -0.80 1.49 -3.13  -0.17
N3 -0.60 0.50 -4.18  -0.07
C22 -0.89 1.11 -5.49  -0.78
C23 -0.28 2.51 -5.52  -0.58
S2 -0.52 3.16 -3.84  -0.03
H32 0.38 0.24 -4.15  0.30
H33 -1.97 1.17 -5.62  0.24
H34 -0.49 0.48 -6.28  0.50
H35 -0.77 3.16 -6.23  0.42
H36 0.79 2.48 -5.75  0.36
N4 0.31 -1.77 -1.32  0.03
C24 1.10 -2.58 -1.52  0.97
C25 2.07 -3.59 -1.78  0.04
C26 3.04 -3.37 -2.76  -0.43
C27 3.99 -4.35 -2.99  -0.71
C28 3.98 -5.52 -2.24  -0.35
C29 3.02 -5.73 -1.26  -0.75
C30 2.06 -4.76 -1.02  -0.39
H37 3.05 -2.45 -3.33  0.49
H38 4.75 -4.19 -3.74  0.42
H39 4.73 -6.28 -2.43  0.43
H40 3.02 -6.64 -0.69  0.42
H41 1.31 -4.91 -0.25  0.46
C31 -4.22 -3.42 -3.89  -0.85
N5 -3.08 -3.27 -2.94  0.04
C32 -1.82 -2.93 -3.68  -0.71
C33 -3.35 -2.31 -1.79  -1.52
C34 -3.33 -0.87 -2.21  -0.07
C35 -4.40 -0.39 -2.94  -0.16
C36 -4.44 0.88 -3.57  -1.29
C37 -3.36 1.68 -3.44  -0.97
C38 -2.26 1.32 -2.54  1.20
C39 -2.26 0.00 -1.86  -0.15
H42 -4.00 -4.26 -4.55  0.34
H43 -4.31 -2.51 -4.48  0.46
H44 -5.13 -3.61 -3.34  0.35
H45 -2.94 -4.18 -2.51  0.34
H46 -1.91 -1.94 -4.11  0.43
H47 -1.67 -3.68 -4.46  0.43
H48 -0.99 -2.94 -2.98  -0.01
H49 -2.57 -2.51 -1.05  0.27
H50 -4.31 -2.61 -1.37  0.57
H51 -5.27 -1.02 -3.05  0.74
H52 -5.30 1.16 -4.16  0.52
H53 -3.30 2.64 -3.94  0.68
H54 -2.27 2.11 -1.76  0.06

Values from the calculation:
**LUMO level**: -6.94 eV
**Net charge**: +2
**E_HOMO**: -12.09 eV
**Gap between HOMO and LUMO**: 5.15 eV

---

Record 6
DFT (wB97M-V/def2-TZVPD) results for C36H37BrMoN6O2 as an isolated structure in a non-equilibrium geometry.

Last column: Mulliken charge in e.
Positions of all 83 atoms, in Å:
Mo1 -0.54 0.79 -1.04  0.76
C1 0.95 2.31 1.77  -0.48
C2 2.22 1.46 1.43  -0.85
C3 2.03 0.39 0.32  -0.13
N1 1.40 0.92 -0.92  0.16
C4 2.10 1.80 -1.73  0.86
C5 3.47 1.98 -1.62  -0.19
C6 4.28 2.90 -2.30  -0.68
C7 3.89 3.93 -3.16  -0.45
C8 2.62 4.23 -3.65  -0.72
C9 1.44 3.52 -3.49  -0.43
C10 1.23 2.35 -2.76  0.53
N2 0.04 1.67 -2.79  -0.21
C11 -0.71 1.67 -4.06  -1.09
C12 -2.22 1.89 -3.90  -0.50
C13 -2.76 0.74 -3.03  -1.36
N3 -2.46 0.96 -1.61  0.77
C14 -3.34 1.55 -0.74  0.95
C15 -4.58 2.03 -1.16  -0.54
C16 -5.60 2.59 -0.41  -0.84
C17 -5.59 2.97 0.94  -0.59
C18 -4.57 2.77 1.88  -0.88
C19 -3.36 2.10 1.75  -0.45
C20 -2.78 1.55 0.61  0.83
N4 -1.53 0.97 0.64  0.53
C21 -0.96 0.50 1.93  -0.98
C22 -0.13 1.58 2.66  -0.83
H1 1.32 3.16 2.37  0.40
H2 0.50 2.72 0.85  0.16
H3 3.04 2.13 1.13  0.42
H4 2.54 0.96 2.35  0.54
H5 3.00 -0.06 0.06  0.73
H6 1.36 -0.40 0.68  -0.95
H7 3.97 1.33 -0.91  0.33
H8 5.35 2.78 -2.15  0.39
H9 4.69 4.58 -3.50  0.37
H10 2.56 5.12 -4.26  0.39
H11 0.56 3.92 -4.00  0.42
H12 -0.32 2.44 -4.73  0.47
H13 -0.54 0.71 -4.56  0.27
H14 -2.44 2.87 -3.42  0.20
H15 -2.70 1.89 -4.89  0.46
H16 -3.83 0.61 -3.17  0.73
H17 -2.27 -0.19 -3.35  0.30
H18 -4.76 1.91 -2.22  0.39
H19 -6.53 2.78 -0.93  0.41
H20 -6.48 3.48 1.31  0.37
H21 -4.78 3.18 2.87  0.39
H22 -2.78 1.93 2.65  0.32
H23 -1.80 0.18 2.58  0.79
H24 -0.34 -0.38 1.72  -0.47
H25 -0.78 2.32 3.11  0.38
H26 0.41 1.09 3.47  0.55
C23 -3.73 -1.86 -0.75  -1.05
O1 -2.31 -1.95 -0.59  -0.18
C24 -1.82 -2.82 0.35  0.83
C25 -2.65 -3.62 1.11  -0.69
C26 -2.09 -4.57 1.96  -0.48
Br1 -3.22 -5.64 2.94  -0.14
C27 -0.72 -4.68 2.11  -0.97
C28 0.12 -3.84 1.33  0.64
C29 -0.42 -2.96 0.40  0.33
O2 0.42 -2.24 -0.46  -0.70
C30 1.55 -3.88 1.63  0.01
N5 2.04 -4.69 2.57  -0.66
C31 3.36 -4.39 2.65  0.43
C32 4.34 -4.89 3.53  -0.71
C33 5.62 -4.32 3.46  -0.50
C34 5.93 -3.28 2.56  -0.48
C35 5.00 -2.80 1.64  -0.96
C36 3.72 -3.38 1.69  0.69
N6 2.52 -3.08 1.06  0.23
H27 -4.12 -2.80 -1.15  0.52
H28 -3.87 -1.07 -1.48  0.02
H29 -4.23 -1.58 0.18  0.42
H30 -3.72 -3.56 1.01  0.57
H31 -0.25 -5.36 2.82  0.66
H32 -0.05 -2.13 -1.33  0.42
H33 4.08 -5.66 4.25  0.45
H34 6.40 -4.69 4.13  0.37
H35 6.94 -2.87 2.59  0.38
H36 5.24 -1.99 0.95  0.39
H37 2.40 -2.54 0.20  0.17

Values from the calculation:
**⟨S²⟩**: 2.12
**LUMO level (spin up / spin down)**: -7.63 / -6.90 eV
**Net charge**: +2
**E_HOMO (spin up / spin down)**: -11.73 / -11.73 eV
**Gap between HOMO and LUMO (spin up / spin down)**: 4.10 / 4.83 eV
**2S+1**: 3

---

Record 7
DFT (wB97M-V/def2-TZVPD) results for a 2-piece molecular cluster, C4H8ClF2N5O overall in a non-equilibrium geometry.

Last column: Mulliken charge in e.
Positions of all 21 atoms, in Å:
C1 -0.86 -0.09 -1.64  0.64
C2 1.30 1.12 -1.17  0.53
C3 -0.08 0.57 0.65  0.58
C4 2.33 -1.89 1.47  0.16
N1 0.36 0.70 -1.96  -0.22
N2 -1.03 0.17 -0.19  -0.31
N3 1.08 1.11 0.16  -0.22
N4 -0.26 0.24 1.93  -0.35
N5 -1.86 0.17 -2.49  -0.51
O1 1.83 -1.03 0.74  -0.36
F1 2.06 -2.06 2.73  -0.15
F2 -0.49 -1.35 -1.80  -0.28
Cl1 2.68 1.84 -1.69  -0.01
H1 3.13 -2.57 1.08  0.38
H2 0.55 0.82 -3.08  0.39
H3 -1.91 -0.04 0.24  0.25
H4 1.71 1.57 0.92  0.35
H5 0.43 0.43 2.69  0.28
H6 -1.05 -0.46 2.01  0.26
H7 -1.78 -0.45 -3.33  0.31
H8 -2.51 0.96 -2.30  0.27

Values from the calculation:
**LUMO level**: -8.49 eV
**Net charge**: +2
**E_HOMO**: -18.53 eV
**Gap between HOMO and LUMO**: 10.04 eV